Below is an isolated molecule of C24H47O2PSi2 at a distorted geometry, with properties calculated with ωB97M-V/def2-TZVPD.

```
! RIJCOSX wB97M-V def2-TZVPD def2/J DEFGRID3
* xyz 0 1
C -6.04 1.45 2.81
Si -5.27 1.57 1.09
C -6.15 3.00 0.22
C -3.47 2.08 1.27
O -5.53 0.23 0.13
C -4.51 -0.77 0.13
C -3.86 -0.87 -1.26
P -2.00 -0.73 -1.27
C -1.63 0.90 -2.15
C -0.71 1.74 -1.24
C -0.97 3.26 -1.31
O -2.30 3.57 -1.73
C -1.40 -2.13 -2.36
C -0.37 -3.06 -1.66
C 0.98 -3.13 -2.40
C 2.10 -3.79 -1.55
C 3.48 -3.19 -1.81
C 4.52 -3.51 -0.72
C 4.40 -2.74 0.60
C 4.87 -1.26 0.53
Si 3.51 0.06 0.39
C 4.08 1.30 -0.93
C 1.85 -0.62 -0.22
C 3.14 0.93 2.03
C 2.93 0.24 3.22
C 2.63 0.95 4.35
C 2.53 2.31 4.32
C 2.75 3.01 3.16
C 3.05 2.30 2.02
H -5.41 2.04 3.49
H -6.09 0.42 3.19
H -7.04 1.87 2.85
H -6.42 3.81 0.90
H -5.50 3.39 -0.57
H -7.04 2.61 -0.30
H -3.47 2.99 1.88
H -2.97 2.26 0.31
H -2.93 1.31 1.82
H -3.78 -0.66 0.94
H -5.02 -1.73 0.31
H -4.28 -0.12 -1.95
H -4.12 -1.84 -1.70
H -1.11 0.65 -3.08
H -2.60 1.35 -2.33
H 0.32 1.59 -1.59
H -0.76 1.41 -0.21
H -0.84 3.65 -0.29
H -0.22 3.80 -1.91
H -2.49 4.45 -1.38
H -2.27 -2.73 -2.64
H -0.96 -1.75 -3.29
H -0.80 -4.07 -1.67
H -0.23 -2.80 -0.61
H 1.25 -2.16 -2.81
H 0.79 -3.79 -3.26
H 2.10 -4.85 -1.82
H 1.79 -3.72 -0.50
H 3.85 -3.66 -2.73
H 3.43 -2.12 -2.05
H 5.52 -3.38 -1.15
H 4.39 -4.57 -0.48
H 5.08 -3.25 1.30
H 3.41 -2.84 1.06
H 5.58 -1.15 -0.30
H 5.43 -1.03 1.45
H 3.36 2.11 -1.06
H 4.20 0.73 -1.85
H 5.06 1.71 -0.63
H 1.84 -0.61 -1.31
H 1.73 -1.63 0.18
H 1.02 -0.04 0.18
H 3.01 -0.84 3.20
H 2.45 0.40 5.27
H 2.27 2.84 5.23
H 2.65 4.09 3.15
H 3.20 2.83 1.09
*
```

Structure (SMILES) = C[Si](C)(C)OCCP(CCCO)CCCCCCCC[Si](C)(C)c1ccccc1
E_LUMO = 0.66 eV
DFT total energy = -54791.27172 eV
M = 454.78 g/mol